No. 1
99
Properties=species:S:1:pos:R:3 method="wB97M-V/def2-TZVPD" s2=0.76 homo_ev="-1.8 / -2.2" total_energy_ev=-183215.116 charge=-2 multiplicity=2
Pd 0.184 -0.055 -1.111
C -3.452 -3.414 2.759
C -1.980 -3.402 2.382
O -1.565 -2.058 2.212
P -0.266 -1.698 1.317
S 0.342 0.038 2.031
S -0.760 -2.286 -0.575
O 0.671 -2.895 1.910
C 2.055 -3.061 1.652
C 2.789 -3.268 2.967
H -3.758 -4.419 3.044
H -4.044 -3.077 1.914
H -3.623 -2.730 3.587
H -1.813 -3.965 1.455
H -1.372 -3.855 3.175
H 2.457 -2.185 1.138
H 2.163 -3.944 1.007
H 2.692 -2.375 3.578
H 3.840 -3.455 2.764
H 2.372 -4.116 3.507
O -1.934 0.074 -7.448
S -1.028 -0.610 -6.540
O -0.782 -1.994 -6.896
N -1.534 -0.452 -4.985
C -0.715 0.370 -4.347
S -1.097 0.966 -2.752
C 0.415 0.861 -5.055
C 1.431 1.728 -4.622
C 2.450 2.041 -5.486
C 2.493 1.519 -6.787
C 1.486 0.664 -7.232
C 0.474 0.346 -6.370
H 1.398 2.115 -3.618
H 3.236 2.713 -5.167
H 3.304 1.798 -7.448
H 1.503 0.263 -8.236
C 3.928 3.133 -1.729
C 2.658 2.836 -0.928
C 1.607 3.906 -1.257
C 2.943 2.824 0.575
O 2.098 1.587 -1.320
P 2.880 0.149 -1.173
O 4.354 0.246 -1.113
O 2.166 -0.614 -0.091
O 2.305 -0.388 -2.612
C 2.641 -1.669 -3.135
C 3.821 -1.490 -4.095
C 3.016 -2.653 -2.028
C 1.376 -2.192 -3.823
H 4.379 4.061 -1.380
H 3.673 3.229 -2.781
H 4.625 2.309 -1.613
H 2.049 4.896 -1.149
H 0.740 3.805 -0.598
H 1.270 3.782 -2.284
H 3.296 3.803 0.901
H 3.699 2.069 0.783
H 2.033 2.556 1.118
H 4.661 -1.081 -3.538
H 3.561 -0.795 -4.889
H 4.106 -2.443 -4.536
H 3.823 -2.244 -1.427
H 3.314 -3.606 -2.461
H 2.149 -2.808 -1.388
H 1.125 -1.620 -4.712
H 0.538 -2.107 -3.114
H 1.495 -3.235 -4.106
C -4.148 5.925 -0.208
C -4.692 4.658 -0.340
C -3.890 3.534 -0.232
C -2.526 3.651 0.024
C -1.992 4.934 0.151
C -2.789 6.058 0.030
As -1.279 2.087 0.344
C -2.722 0.860 0.740
C -3.385 0.057 -0.168
C -4.496 -0.675 0.234
C -4.927 -0.617 1.553
C -4.238 0.140 2.479
C -3.134 0.898 2.089
C -2.344 1.758 2.944
C -2.423 1.840 4.334
C -1.572 2.671 5.032
C -0.638 3.448 4.359
C -0.539 3.368 2.975
C -1.368 2.520 2.267
H -4.780 6.801 -0.282
H -5.751 4.549 -0.530
H -4.328 2.551 -0.344
H -0.931 5.038 0.359
H -2.356 7.046 0.121
H -3.045 -0.002 -1.198
H -5.028 -1.287 -0.484
H -5.817 -1.161 1.856
H -4.570 0.159 3.510
H -3.126 1.218 4.872
H -1.617 2.701 6.115
H 0.034 4.087 4.914
H 0.221 3.936 2.450

***

No. 2
107
Properties=species:S:1:pos:R:3 method="wB97M-V/def2-TZVPD" homo_ev=-9.0 total_energy_ev=-144048.215 charge=+1
C -1.408 2.805 -0.038
C 0.024 2.266 0.019
O 0.678 2.506 0.992
N 0.636 1.458 -1.101
H 0.730 0.508 -0.770
H 0.075 1.260 -1.917
C 1.889 2.104 -1.717
H -1.992 2.418 0.797
H -1.838 2.599 -1.018
H -1.376 3.893 0.016
H 2.074 1.347 -2.479
H 2.651 2.115 -0.938
H 1.514 3.041 -2.129
C -4.745 6.366 4.562
C -3.198 6.124 5.018
O -2.602 5.232 4.514
N -2.596 7.087 6.089
H -1.915 7.702 5.667
H -3.281 7.739 6.443
C -2.172 6.205 7.268
H -4.890 7.364 4.148
H -5.364 6.335 5.458
H -5.208 5.559 3.995
H -1.815 6.873 8.052
H -1.503 5.490 6.790
H -3.040 5.680 7.666
C 1.483 -7.615 -3.650
C 1.662 -6.623 -4.833
C 1.155 -5.170 -4.729
N 1.205 -4.436 -6.116
C 0.981 -2.909 -5.639
C 0.211 -4.920 -7.229
C 0.952 -4.876 -8.581
C 2.278 -4.222 -8.233
C 2.595 -4.618 -6.822
H 0.574 -8.211 -3.725
H 1.566 -7.194 -2.649
H 2.285 -8.345 -3.758
H 1.371 -7.056 -5.790
H 2.745 -6.508 -4.811
H 1.727 -4.583 -4.010
H 0.128 -5.066 -4.378
H 1.634 -2.452 -4.896
H -0.053 -2.944 -5.296
H 1.075 -2.360 -6.576
H -0.693 -4.311 -7.190
H -0.010 -5.966 -7.019
H 0.383 -4.355 -9.351
H 1.095 -5.885 -8.967
H 2.324 -3.133 -8.259
H 3.104 -4.443 -8.910
H 3.352 -4.140 -6.201
H 2.834 -5.679 -6.889
C 5.013 2.730 2.610
C 4.558 1.484 3.376
C 3.496 1.903 4.585
N 3.218 0.531 5.370
C 4.449 -0.302 5.761
C 2.337 -0.383 4.535
C 0.922 -0.353 5.147
C 1.152 -0.004 6.580
C 2.409 0.847 6.656
H 5.523 3.274 3.405
H 4.196 3.360 2.258
H 5.771 2.489 1.865
H 5.355 0.758 3.537
H 3.940 0.915 2.682
H 2.524 2.344 4.365
H 4.009 2.578 5.270
H 4.750 -1.010 4.989
H 4.264 -0.858 6.680
H 5.251 0.417 5.926
H 2.788 -1.349 4.762
H 2.205 -0.071 3.498
H 0.401 -1.309 5.199
H 0.307 0.473 4.789
H 1.295 -1.019 6.953
H 0.246 0.386 7.045
H 2.979 0.660 7.566
H 2.023 1.866 6.651
N -1.378 1.455 -4.483
S -2.758 1.165 -4.738
O -3.037 0.260 -5.847
O -3.693 2.183 -4.384
F -2.853 0.216 -3.419
S -1.207 2.613 -5.724
O -1.153 4.004 -5.126
O -1.650 2.315 -7.076
F 0.351 2.486 -5.958
N 1.236 -2.507 0.081
S 0.457 -3.617 0.831
O 0.850 -3.922 2.209
O -0.116 -4.679 -0.005
F -0.823 -2.635 1.100
S 2.751 -3.243 0.193
O 2.766 -4.710 0.029
O 3.728 -2.645 1.133
F 3.257 -2.806 -1.240
N -9.126 2.467 0.061
S -10.038 2.701 1.495
O -9.776 3.845 2.338
O -10.524 1.497 2.198
F -11.360 3.165 0.763
S -8.046 1.693 0.727
O -8.193 0.257 1.061
O -7.091 2.480 1.523
F -7.250 1.547 -0.679

***

No. 3
18
Properties=species:S:1:pos:R:3 method="wB97M-V/def2-TZVPD" s2=2.01 homo_ev="-5.6 / -8.0" total_energy_ev=-19157.919 charge=0 multiplicity=3
C -1.221 -1.626 -0.237
C -0.718 -1.266 -1.601
C 0.383 -0.243 -1.256
C 0.240 2.013 0.914
C 1.068 0.728 0.977
N 0.541 -0.360 0.193
N -0.496 -1.073 0.667
S -0.690 -1.450 2.587
H -2.019 -2.300 0.001
H -0.310 -2.153 -2.100
H -1.506 -0.853 -2.239
H 1.340 -0.471 -1.734
H 0.088 0.774 -1.538
H -0.769 1.826 1.277
H 0.700 2.767 1.547
H 0.184 2.409 -0.098
H 2.088 0.912 0.631
H 1.099 0.367 2.008

***

No. 4
80
Properties=species:S:1:pos:R:3 method="wB97M-V/def2-TZVPD" s2=12.19 homo_ev="-14.0 / -14.0" total_energy_ev=-93146.445 charge=+2 multiplicity=7
Eu 0.509 -0.061 -0.398
P -0.525 -2.796 -0.170
C -0.803 0.211 3.405
O -1.080 0.018 4.480
P -0.114 2.811 -0.244
C -0.411 -3.645 1.407
C 0.824 -3.479 -1.166
C -2.132 -3.244 -0.912
C -1.800 3.541 -0.424
C 0.707 3.661 1.141
C 0.979 3.211 -1.638
C -1.477 -4.301 2.068
C -1.296 -4.823 3.359
C -0.108 -4.680 4.071
C 0.888 -3.927 3.440
C 0.769 -3.445 2.141
H -2.469 -4.328 1.630
H -2.108 -5.368 3.858
H 0.048 -5.138 5.057
H 1.776 -3.712 4.024
H 1.541 -2.824 1.725
C -3.328 -2.680 -0.427
C -4.565 -2.950 -1.036
C -4.706 -3.826 -2.100
C -3.519 -4.331 -2.613
C -2.257 -4.028 -2.079
H -3.256 -1.907 0.341
H -5.457 -2.454 -0.663
H -5.686 -4.097 -2.484
H -3.592 -4.979 -3.460
H -1.358 -4.340 -2.616
C 1.444 -4.745 -0.939
C 2.476 -5.231 -1.748
C 3.006 -4.506 -2.822
C 2.472 -3.234 -2.988
C 1.415 -2.706 -2.190
H 1.132 -5.334 -0.086
H 2.881 -6.213 -1.587
H 3.763 -4.910 -3.497
H 2.898 -2.611 -3.806
H 1.090 -1.669 -2.372
C 2.121 3.782 1.242
C 2.702 4.261 2.428
C 1.990 4.586 3.579
C 0.614 4.318 3.500
C 0.004 3.850 2.334
H 2.761 3.331 0.507
H 3.773 4.340 2.495
H 2.453 5.010 4.469
H 0.050 4.428 4.422
H -0.995 3.443 2.435
C -2.968 2.918 0.057
C -4.253 3.462 -0.162
C -4.456 4.699 -0.731
C -3.293 5.341 -1.163
C -2.018 4.771 -1.058
H -2.863 1.945 0.516
H -5.148 2.877 0.125
H -5.458 5.124 -0.823
H -3.437 6.299 -1.589
H -1.148 5.269 -1.483
C 1.558 4.500 -1.850
C 2.320 4.810 -2.988
C 2.681 3.850 -3.942
C 2.225 2.572 -3.668
C 1.406 2.232 -2.563
H 1.454 5.254 -1.080
H 2.663 5.815 -3.162
H 3.253 4.093 -4.840
H 2.511 1.781 -4.392
H 1.136 1.170 -2.399
H -1.622 -0.143 -0.972
H -1.714 -0.300 -1.817
F 2.183 0.823 2.805
C 3.239 -0.020 2.745
F 4.164 0.390 3.672
F 2.845 -1.326 3.039
C 3.546 -0.124 1.207
O 4.704 -0.120 0.846
O 2.444 -0.242 0.572

***

No. 5
101
Properties=species:S:1:pos:R:3 method="wB97M-V/def2-TZVPD" homo_ev=-3.8 total_energy_ev=-94812.294 charge=-1
Ba 0.523 0.376 -0.899
C -6.147 0.601 2.272
C -5.349 0.430 3.402
C -4.013 0.782 3.365
C -3.482 1.310 2.191
C -4.275 1.507 1.071
C -5.612 1.138 1.112
N -2.114 1.697 2.041
N -1.377 1.430 2.996
C -0.020 1.785 2.737
C 0.684 2.400 3.764
C 1.992 2.777 3.522
C 2.553 2.468 2.293
C 1.771 1.795 1.368
N 0.509 1.481 1.559
H -7.191 0.314 2.304
H -5.774 0.018 4.308
H -3.374 0.651 4.228
H -3.825 1.916 0.176
H -6.228 1.265 0.232
H 0.192 2.575 4.710
H 2.573 3.280 4.284
H 3.578 2.713 2.054
H 2.262 1.487 0.462
F -4.715 -4.441 -1.008
C -4.088 -3.230 -1.067
F -5.053 -2.321 -0.848
F -3.685 -3.099 -2.335
C -2.969 -3.159 -0.064
C -2.783 -4.228 0.782
C -1.751 -4.193 1.716
C -0.962 -3.064 1.736
N -1.116 -2.001 0.947
C -2.111 -2.015 0.031
S -2.369 -0.645 -0.954
H -3.433 -5.090 0.719
H -1.570 -5.008 2.401
H -0.157 -3.000 2.461
C 6.624 -5.599 -0.308
C 5.665 -4.525 -0.741
C 4.416 -4.848 -1.265
C 3.544 -3.863 -1.691
C 3.908 -2.525 -1.587
C 5.153 -2.186 -1.088
C 6.016 -3.183 -0.656
S 2.790 -1.355 -2.349
O 1.475 -1.801 -1.919
O 3.055 -1.455 -3.765
N 2.980 0.057 -1.766
C 4.136 0.797 -1.907
C 5.153 0.570 -2.852
C 6.256 1.392 -2.852
C 6.335 2.444 -1.941
C 5.271 2.615 -1.079
N 4.200 1.822 -1.047
H 7.326 -5.836 -1.111
H 6.098 -6.517 -0.047
H 7.209 -5.282 0.556
H 4.117 -5.888 -1.329
H 2.570 -4.118 -2.089
H 5.450 -1.151 -1.009
H 6.980 -2.906 -0.244
H 5.037 -0.226 -3.574
H 7.049 1.228 -3.570
H 7.183 3.113 -1.911
H 5.266 3.439 -0.372
C 1.786 -1.158 3.488
Sb 2.117 -1.375 1.356
C 4.168 -0.725 1.678
C 2.496 -3.499 1.530
H 2.608 -1.679 3.982
H 0.838 -1.582 3.815
H 1.811 -0.104 3.766
H 4.804 -1.598 1.827
H 4.178 -0.115 2.583
H 4.549 -0.128 0.852
H 3.570 -3.680 1.493
H 2.012 -4.052 0.728
H 2.102 -3.842 2.487
C -1.075 -0.420 -4.452
N -1.028 0.699 -5.381
C -2.304 0.866 -6.041
C -0.535 1.930 -4.760
C -1.414 2.593 -3.712
C -2.431 3.445 -4.155
C -3.289 4.067 -3.259
C -3.112 3.836 -1.902
C -2.084 2.997 -1.479
C -1.194 2.338 -2.346
H -1.148 -1.351 -5.021
H -1.920 -0.375 -3.744
H -0.154 -0.474 -3.864
H -2.549 -0.054 -6.580
H -2.246 1.680 -6.767
H -3.130 1.084 -5.347
H -0.321 2.637 -5.570
H 0.419 1.672 -4.292
H -2.546 3.642 -5.219
H -4.074 4.726 -3.614
H -3.770 4.308 -1.178
H -1.979 2.847 -0.402

***

No. 6
11
Properties=species:S:1:pos:R:3 method="wB97M-V/def2-TZVPD" homo_ev=-9.1 total_energy_ev=-24796.805 charge=0 smiles="C[P@](N)(O)=S"
C 0.734 0.118 -1.047
P -0.572 -0.690 -0.105
N -1.658 0.481 0.613
O 0.627 -1.225 1.260
S -1.467 -2.208 -0.910
H 0.601 1.167 -1.063
H 1.641 -0.041 -0.557
H 0.795 -0.291 -2.036
H -2.353 0.205 1.356
H -1.134 1.107 1.138
H 1.039 -2.013 1.050

***

No. 7
25
Properties=species:S:1:pos:R:3 method="wB97M-V/def2-TZVPD" homo_ev=-8.7 total_energy_ev=-31608.025 charge=0 smiles="C#CC1=C[P@](=S)(N(C)C)N(C)C1"
C -0.512 4.288 -1.168
C -0.126 3.181 -0.776
C 0.155 1.956 -0.219
C 0.914 1.007 -0.775
P 0.970 -0.501 0.234
S 2.650 -0.854 1.108
N 0.436 -1.676 -0.841
C 1.113 -3.005 -0.800
C -0.644 -1.270 -1.770
N -0.658 0.003 1.121
C -0.902 -0.328 2.503
C -0.688 1.512 0.983
H -0.962 5.213 -1.290
H 1.648 1.149 -1.634
H 0.620 -3.816 -0.231
H 1.444 -3.388 -1.790
H 2.102 -2.938 -0.194
H -0.882 -2.094 -2.364
H -1.457 -0.820 -1.203
H -0.395 -0.439 -2.432
H -0.640 -1.337 2.889
H -0.151 0.151 3.195
H -1.849 0.158 2.845
H -0.374 2.140 1.876
H -1.811 1.707 0.733